(1)
41
Properties=species:S:1:pos:R:3 method="wB97M-V/def2-TZVPD" charge=0 e_homo_ev=-9.20 total_energy_ha=-1643.644783 spin_multiplicity=1 homo_lumo_gap_ev=9.65 relative_energy_kcal_mol=24.8
C -1.8542 3.8419 -3.4393
C -1.9972 -3.5994 2.1421
C 1.9410 4.7418 -1.9935
H 1.8314 5.2461 -1.0527
C 2.8259 1.3159 -1.1646
C 2.2464 2.5434 -1.0047
O 2.6190 3.5056 -1.9179
C 0.5483 4.5080 -2.4389
H -3.2818 -2.2864 3.5463
C -0.2960 -1.7270 1.5065
H 0.8996 3.7304 0.1752
O 1.1184 -0.2908 3.2561
H 0.1727 1.7531 1.6898
H -1.1115 -0.9730 1.6061
S 1.2930 -0.9907 1.9700
C -0.7053 -2.8196 2.4936
H -1.8316 4.2546 -4.4883
S -3.4503 -2.4212 2.1570
H 2.5022 5.3812 -2.7023
C -0.5914 4.2272 -2.7677
C 2.5321 0.2705 -0.2942
C -1.5090 -3.2094 -0.3929
H -2.7939 -4.6916 0.5707
H 3.6345 1.1650 -1.9371
H -2.4038 -2.5557 -0.6173
H -0.3301 -1.4902 -0.6446
C 0.9028 1.6504 0.8534
C -1.8209 -4.2009 0.7047
C 1.6159 0.4108 0.7485
H -1.2748 -3.7474 -1.3384
H -1.0546 -4.9733 0.8263
O 2.2881 -2.1115 1.9777
H 0.1468 -3.5279 2.4788
H -0.6652 -2.4043 3.4211
C -0.2963 -2.3624 0.0719
H 0.6532 -2.9393 0.0259
H -2.6953 4.3061 -2.9999
H -1.9715 2.8115 -3.4256
C 1.3037 2.7242 0.0348
H -2.1216 -4.3612 2.8570
H 2.9811 -0.7046 -0.4936


(2)
49
Properties=species:S:1:pos:R:3 method="wB97M-V/def2-TZVPD" s2=2.02 charge=-2 e_homo_ev="0.39 / -1.90" total_energy_ha=-2078.853095 spin_multiplicity=3 homo_lumo_gap_ev="4.11 / 6.39" relative_energy_kcal_mol=0.0
H 2.5242 1.6948 2.6745
S 0.6205 2.6033 -1.6703
H -2.0923 0.9329 -3.8920
H 4.6962 0.1760 2.6588
H 2.4292 -3.1741 2.6254
H -5.3695 -3.2084 -0.0053
C -0.3786 5.6512 0.8367
C -3.0090 -1.1588 -1.0343
Au -0.6813 0.6297 -0.7991
C 1.2109 5.5567 -0.9870
H 1.1754 -0.6196 -2.3143
H 0.0285 -1.8029 -1.5636
C -3.2496 -0.5667 -3.2877
H -5.3905 -3.0735 -2.4777
H 4.9512 -0.8807 1.2515
H 2.8965 2.1384 0.9933
N -2.7346 0.2684 -4.3070
H -3.8873 -2.6450 0.8102
H -3.8090 -3.9779 -0.3619
H 3.5799 -2.6806 1.3787
H 0.7542 0.0392 3.1171
B 1.5513 -0.9272 -0.1628
C 0.2328 4.8747 -0.1956
C 1.4962 -0.7336 3.3141
C 2.9871 0.0313 1.3339
H -4.6224 -1.6847 -4.4955
C 3.0804 -2.3618 2.2962
C 2.2120 -1.1360 2.0361
N 1.9878 6.1450 -1.6089
C -0.1127 3.5346 -0.4208
N -2.6568 -0.3913 -2.0724
H 4.9298 0.8739 1.0451
C 2.3956 1.4055 1.6276
H 0.9766 -1.6048 3.7207
H 3.8328 -2.1757 3.0671
O -2.4094 -1.0764 0.0601
O 1.2254 -1.5012 1.0757
C 0.6842 -0.9459 -1.3977
C -4.6339 -2.3053 -2.4275
O 2.7639 -0.2308 -0.0514
C -4.2976 -3.0233 -0.1207
H -3.4583 0.7649 -4.8056
H 2.2067 -0.3693 4.0628
C -4.2109 -1.5219 -3.5071
H 1.3311 1.4310 1.3746
C 4.4841 0.0418 1.5936
S -1.3018 2.7194 0.5055
N -0.8517 6.3080 1.6618
N -4.0872 -2.0435 -1.1549


(3)
80
Properties=species:S:1:pos:R:3 method="wB97M-V/def2-TZVPD" charge=0 e_homo_ev=-10.35 total_energy_ha=-18799.726991 spin_multiplicity=1 homo_lumo_gap_ev=10.32 relative_energy_kcal_mol=38.6
C -1.3668 -4.8003 2.1211
Cl -1.1849 3.4889 -4.2575
H -3.5693 -1.5577 3.2721
H -2.1979 -1.9053 4.5696
C -2.2155 -0.8809 1.1924
H -1.2173 1.1568 -4.5962
C 11.9269 -0.6080 0.3267
Cl 5.9481 -0.9681 -4.6492
H -3.3337 -0.4780 -2.0007
Cl -1.0929 3.0798 2.1308
C -0.5269 1.8504 -4.1095
Cl 2.5033 3.9627 4.8937
Cl -5.5553 -1.1886 -2.3382
Cl 1.5954 1.7895 6.6075
H -7.8381 0.9669 -2.5423
Cl -8.5858 3.1001 -1.8752
H -2.9276 1.9408 5.7689
Cl -3.8869 4.5071 -6.9218
H -0.7179 -1.7223 2.6912
Cl 13.4981 -0.7231 -0.4843
H -1.8667 1.0550 0.9289
Cl -5.1736 -5.0763 -3.0930
C -4.0376 -0.4208 -2.8349
Cl -1.4208 -6.5699 2.0500
O -2.5469 -2.0814 0.6617
Cl 7.5566 1.1609 -3.4812
Cl 3.9150 -2.9677 3.9702
Cl -4.7849 -5.5875 -0.2519
Cl -1.9406 -4.2231 3.6950
H 11.2365 -1.3016 -0.1600
Cl 4.8693 1.8872 -1.9836
Cl 3.0614 3.0474 -0.0165
Cl -5.5367 2.4186 -8.1050
Cl -4.3030 1.2870 -3.2253
Cl 1.1907 1.6390 3.7270
C -5.9397 -5.0776 -1.4953
H -2.0288 -4.4042 1.3468
C -2.6270 -1.1097 3.8190
B -3.1417 0.2063 4.6603
Cl 8.3248 0.4578 0.2428
Cl 6.6287 -1.8974 0.4882
Cl 12.0716 -1.0688 2.0315
Cl 6.1089 0.4494 2.1332
H -2.0002 2.0114 4.3825
C -3.9250 2.8310 -7.4953
H -6.2632 -4.0586 -1.2677
C -1.4786 -0.8035 2.6859
Cl -3.8366 3.8140 2.7761
C -8.3323 1.7987 -3.0507
Cl -3.4461 1.7195 -6.2012
H -0.8776 0.1879 2.8527
O -2.4850 0.3794 0.4830
Cl 1.3170 -4.0924 4.6551
Cl 2.6142 -2.2153 6.4654
H 8.2930 -0.7335 -4.6741
Cl 11.2689 1.0305 0.1788
H -4.3021 0.2279 4.9527
N -2.2872 1.3623 5.1479
Cl -2.8961 3.9701 0.0238
C 7.4531 -0.0419 -4.7781
H 3.3619 -4.3484 5.7984
H 2.5142 1.8060 -1.9436
H -3.2104 2.7317 -8.3164
Cl 7.5678 0.7412 -6.3634
Cl -9.8830 1.2229 -3.6855
H -2.1317 5.1820 1.8950
Cl -0.3822 1.3897 -2.4047
Cl 1.0443 1.7354 -4.9206
Cl 0.2753 -4.2147 1.8046
C 6.6827 -0.1278 0.5593
Cl -7.2850 2.3477 -4.3704
H 6.0206 0.2683 -0.2149
Cl 3.1548 0.1594 -0.3838
C -2.4474 4.1489 1.7286
C 1.2679 2.7151 5.1325
C 2.8678 -3.5166 5.2899
C 3.2960 1.7345 -1.1830
Cl -3.3331 -1.2732 -4.2193
Cl -7.3651 -6.1301 -1.4896
H 0.2983 3.2073 5.2430


(4)
45
Properties=species:S:1:pos:R:3 method="wB97M-V/def2-TZVPD" s2=3.76 charge=0 e_homo_ev="-7.70 / -7.64" total_energy_ha=-6842.077232 spin_multiplicity=4 homo_lumo_gap_ev="7.46 / 7.58"
Si -0.8048 4.1913 0.2784
H 3.0193 -5.5664 0.7255
H 0.4630 3.5291 -1.9335
H -0.6473 1.6210 1.2656
Se 1.3054 -0.3299 1.7865
B 3.6891 1.9756 -2.4850
H -1.8048 1.8824 -0.0320
C -3.0738 -2.1943 2.2639
F 4.8487 1.4199 -2.4355
H -3.2006 -4.7075 0.0265
C -0.1932 5.4535 1.5639
C -1.6067 -3.3062 0.1290
H -0.1402 6.3847 1.0563
C 0.6297 3.9438 -0.8674
H -2.1851 2.3525 1.4294
H 1.0239 4.8926 -1.2348
C -3.4720 -3.2903 1.5962
C -1.1577 -2.1398 0.7749
C 3.3207 -4.6452 -1.1819
H -4.4685 -3.6971 1.8188
C 2.7254 -4.7800 0.0483
H 0.6971 5.1559 2.0914
H 3.6139 -3.5211 -2.9004
C -2.3864 4.9316 -0.5520
H -1.0692 -3.6363 -0.7063
H -2.2964 4.7590 -1.6435
Nd 1.5263 1.6822 -0.5628
C 2.0384 -2.6985 -1.5956
H -3.6504 -1.9258 3.1186
C -1.9360 -1.5502 1.8194
H -1.5217 -0.6204 2.1989
C -1.3310 2.3821 0.7826
H -3.2824 4.6732 -0.1119
P 0.3485 -1.3544 0.1951
C 1.4709 -2.7638 -0.3312
C 2.9923 -3.5875 -2.0326
H -1.0038 5.5933 2.3107
F 3.4477 2.6927 -3.5767
H 1.6735 -1.9819 -2.2803
Se -0.1493 -0.2915 -1.5942
H 4.0284 -5.3738 -1.5443
H 1.6155 -3.9122 1.5304
C -2.7821 -3.8456 0.5783
H -2.2467 5.9700 -0.2983
C 1.9323 -3.7664 0.5113


(5)
43
Properties=species:S:1:pos:R:3 method="wB97M-V/def2-TZVPD" s2=6.03 charge=-2 e_homo_ev="0.07 / -0.74" total_energy_ha=-1920.731877 spin_multiplicity=5 homo_lumo_gap_ev="5.08 / 5.00" relative_energy_kcal_mol=29.2
C -2.4360 1.1636 -1.9050
Cl 2.0942 -1.3311 0.8135
C -1.2542 0.2833 -1.8049
H -3.3073 0.6670 -1.4627
Cl 4.3621 1.0544 0.8482
H 0.6011 2.3587 1.1249
H 0.6761 0.0542 5.5691
C 0.8786 2.6354 3.2812
C -2.4577 -1.9927 -1.5188
O -2.0506 0.1884 0.7150
H 0.7323 2.3449 -3.2187
H 0.1665 -1.2149 3.4173
H -2.6581 1.4079 -2.9565
Pd -0.1908 -0.6035 0.5457
H -0.1477 2.8098 -1.7490
H 2.8262 -1.4052 -1.7589
C 0.5309 -3.0029 -1.5628
H -0.2117 -3.6104 -1.0432
C 0.1094 -1.5984 -1.5766
H 1.1024 3.6990 3.2369
C 0.9468 -0.4510 -1.8730
H -1.9827 0.9095 1.3695
O -1.0263 -2.3002 1.1303
H -1.8284 -1.9238 1.5494
C 0.5749 1.8895 2.1102
H -2.7777 -2.2103 -2.5476
C 0.5842 2.0916 -2.1516
C 0.3160 0.5444 2.2298
H -3.2750 -1.4780 -1.0001
H -2.2306 -2.9268 -0.9993
H 0.6258 -3.3531 -2.5977
C -1.2649 -1.1383 -1.5685
C 0.3395 -0.1495 3.4280
C 0.9208 1.9231 4.4824
H -2.2671 2.1129 -1.3762
C 0.1121 0.6989 -1.9429
H 2.9155 0.3096 -1.5114
F 1.2227 2.6225 5.6288
C 0.6420 0.5666 4.6077
H 2.6457 -0.3201 -3.1713
H 1.5476 2.2412 -1.6353
H 1.4901 -3.1052 -1.0482
C 2.4034 -0.4610 -2.1077


(6)
46
Properties=species:S:1:pos:R:3 method="wB97M-V/def2-TZVPD" charge=0 e_homo_ev=-9.25 total_energy_ha=-2412.587632 spin_multiplicity=1 homo_lumo_gap_ev=7.79 relative_energy_kcal_mol=422.9
O 1.0945 0.2627 -1.7893
H -4.2874 -2.6227 -0.7773
C -3.8291 0.1812 -0.5502
H 4.7191 0.0243 -1.4113
C 3.0156 -2.7435 0.1210
C -3.8732 -0.2551 0.8647
H 3.1353 3.9955 0.9102
H 2.9388 -1.3004 -1.1747
H -4.8857 0.6026 -0.8354
H 5.3252 2.4901 -2.3672
O 1.4249 0.8344 2.1553
C 3.3911 3.1267 0.2738
C 3.6471 0.5641 0.1747
H 4.4497 4.1161 -1.1151
H -0.9108 1.7236 -1.2892
C 4.3629 0.8664 -0.9250
C 4.7876 2.3047 -1.5154
H -3.5787 -0.5578 -0.9419
H -1.2800 -0.9385 -0.1817
C 3.0023 1.9437 0.9539
C -1.5664 0.8740 -1.1020
C 4.1795 3.3534 -0.6482
O 2.3189 2.7613 2.5424
C -2.8554 1.1949 -0.7660
Cl 2.7762 -3.1244 1.8124
H -1.6587 0.4548 -2.1420
H -6.0086 -1.3451 0.4815
Cl 2.2562 -4.2082 -0.8569
N 2.2505 1.8369 2.0002
H -3.2508 2.1483 -1.4502
N 1.3090 -1.3194 -0.0269
H -5.3555 -1.6698 2.2497
H -2.9781 -0.7143 1.4474
O 3.3241 -0.5577 0.7638
Cl 4.8772 -2.9356 -0.0318
C -4.3306 -2.8121 0.4403
C -0.8666 -0.1559 -0.0880
C 0.5994 -0.2792 -0.8708
C -4.8235 -1.5563 0.9595
H -2.7182 2.0294 0.4095
H -4.9144 -3.7103 0.4575
H -3.4980 -3.2121 0.8801
C 2.6222 -1.2313 -0.1630
H 0.9241 -1.3595 0.8575
H -4.5383 0.5747 1.6308
H -0.7235 0.3453 0.6337


(7)
48
Properties=species:S:1:pos:R:3 method="wB97M-V/def2-TZVPD" charge=0 e_homo_ev=-8.77 total_energy_ha=-2116.878985 spin_multiplicity=1 homo_lumo_gap_ev=9.25
C 2.8931 2.0698 -0.0644
H -6.5172 -4.8462 0.9004
Cl 0.5347 -3.8086 2.3753
C -1.3027 -2.9905 0.5901
O -4.0866 -3.7285 1.3857
H 4.0893 3.7829 -4.4789
C -1.9640 -2.0075 -0.1426
C -3.9622 -4.3158 0.3496
C -0.2860 -2.5982 1.4774
H -2.5695 -4.5011 -1.2938
C -2.6290 -4.7841 -0.2352
H 4.4708 5.3143 -5.2767
H 2.7964 4.9412 -4.8362
C 3.8364 4.8387 -4.5343
C -0.6229 -0.3152 0.8857
C -1.6229 -0.6744 0.0066
O 3.1848 4.9584 -2.1859
C 3.5798 3.7939 -1.6192
H 5.0958 5.3442 -2.8558
C 0.0519 -1.2669 1.6275
O -4.9648 -4.6580 -0.4604
C 4.0601 5.4918 -3.1775
H 0.8193 -0.9581 2.3193
O -1.5318 -4.3219 0.5054
H -2.5867 -5.8750 -0.1660
H 1.2305 4.0275 0.6249
H 2.0225 0.9258 -1.6854
H 1.3415 4.9153 -0.9217
H 3.8282 6.5585 -3.2105
O 4.6046 3.2182 -1.9034
C 1.4002 3.9346 -0.4531
H 0.4666 2.9161 -2.1264
S -0.1873 1.4126 1.0288
H 3.8984 1.7190 -0.3005
C 0.3527 2.9811 -1.0395
C -6.2744 -4.3084 -0.0173
H 1.8635 0.1595 -0.0861
O 0.7752 1.5637 2.0844
H -2.7539 -2.2738 -0.8264
H -2.1332 0.0968 -0.5462
H 2.7654 2.1553 1.0181
O -1.3782 2.2067 1.0767
C 1.8359 1.1088 -0.6220
H -6.3341 -3.2359 0.1759
N 2.7186 3.3775 -0.6605
H -0.6540 3.3176 -0.7933
H -6.9497 -4.5945 -0.8189
N 0.4963 1.6464 -0.4928


(8)
43
Properties=species:S:1:pos:R:3 method="wB97M-V/def2-TZVPD" charge=0 e_homo_ev=-8.76 total_energy_ha=-1335.231281 spin_multiplicity=1 homo_lumo_gap_ev=9.31 relative_energy_kcal_mol=31.6
C -0.8986 -0.6710 -2.7659
C 1.0597 1.7432 2.5299
C -1.7779 -2.0133 -0.7751
H -5.2424 0.5406 -3.6931
C 0.8443 1.5554 3.8835
H 2.6164 -0.1977 -1.3835
C 0.0993 -0.4230 2.0705
H 0.1372 0.2126 5.3950
H 1.1291 2.3268 4.5827
N -1.1942 -1.1057 0.1827
H -0.4767 -0.7870 -3.7703
H 5.2254 2.4386 -0.1731
C 3.4645 -0.1838 0.6265
H -1.9061 1.6276 -1.5031
O 0.0062 -2.6743 1.2822
H 4.2268 -0.9275 0.3413
H -1.5440 -2.7370 -2.7734
H -0.5047 -1.5440 3.7753
C 0.6934 0.7569 1.6287
H 1.5254 2.6436 2.1609
H 5.4417 0.7714 -0.7693
C -0.0747 -0.6135 3.4363
H -0.2309 -0.0323 -2.1819
H -1.7544 -3.0101 -0.3270
N -2.1681 -0.0037 -2.8549
C -0.3420 -1.5175 1.1462
H -1.4232 -0.1272 0.1074
C -4.2421 0.5003 -3.3118
S 1.0646 1.0204 -0.0984
H 1.8090 -1.2743 -0.2191
C 4.7087 1.5208 -0.4465
H 4.0226 1.7319 -1.2737
C -2.5618 1.0903 -2.1610
C 0.2872 0.3713 4.3380
H -3.2170 -1.2376 -4.2518
H -0.0144 -2.4432 -1.9399
C -3.2483 -0.3909 -3.5975
C -1.0186 -2.0516 -2.1066
H 3.1194 -0.4094 1.6397
H -2.8176 -1.7204 -0.9437
C 2.2943 -0.3078 -0.3485
N -3.7980 1.4183 -2.4148
O 4.0264 1.0972 0.7093


(9)
43
Properties=species:S:1:pos:R:3 method="wB97M-V/def2-TZVPD" charge=0 e_homo_ev=-7.96 total_energy_ha=-1012.240632 spin_multiplicity=1 homo_lumo_gap_ev=8.36 relative_energy_kcal_mol=85.2
C -5.4670 2.1288 -0.0772
H -1.0221 -2.1931 1.1377
H -3.3266 -3.0425 -0.2573
H 3.8755 -1.3721 -0.0231
H 4.8534 2.0654 -2.4259
N -0.2636 -1.4014 -1.3736
C 3.5880 -0.3353 -0.1015
H 3.9424 -0.5196 -2.1483
C -1.2124 -1.0582 0.8518
H 0.4873 -1.1393 -2.1460
H 2.7955 -0.8308 1.9651
C -4.2269 2.4611 0.3433
C 1.1894 -0.8658 0.4272
O 3.4042 -0.1484 2.2683
O 1.4503 -1.7591 1.2710
C 3.9168 0.4556 1.1496
H 6.2706 0.6661 -0.5475
H 6.2320 0.1086 -2.2668
O 4.4441 1.6215 1.3880
N 2.1557 -0.1608 -0.2531
C -3.4589 0.2424 0.2336
C -4.7311 -0.1458 -0.3056
H -6.1960 2.8676 -0.0853
H 3.1328 1.9696 -2.0079
C 4.3228 0.1526 -1.3986
C -0.1123 -0.5536 -0.1570
H 5.9265 -1.1040 -0.9440
H -4.0354 3.5247 0.6193
H -1.1671 -1.1282 -1.8782
H 4.5769 2.1106 -0.7419
H -1.2011 -0.3721 1.7206
H 1.7602 0.3882 -1.0455
C 5.7938 -0.0562 -1.2984
C -3.1945 1.5601 0.4407
H -6.7490 0.4367 -0.7118
H -0.0618 0.6225 -0.2386
C -2.5961 -0.9413 0.1725
N -4.6873 -1.5057 -0.4987
H -2.2370 1.8654 0.8288
C -3.4087 -2.0033 -0.3066
C -5.7584 0.7680 -0.4085
C 4.1547 1.6950 -1.6832
H -5.4744 -2.1852 -0.6359


(10)
48
Properties=species:S:1:pos:R:3 method="wB97M-V/def2-TZVPD" charge=-1 e_homo_ev=-6.08 total_energy_ha=-1691.109218 spin_multiplicity=1 homo_lumo_gap_ev=8.43
C -5.5578 -1.9919 -1.2718
H -1.7195 -0.7296 1.4729
O 2.9758 -0.2695 4.3422
C -6.3236 -2.9942 -0.6700
H 3.0632 2.1399 0.5000
N 5.8803 1.1900 -0.3315
S -3.9808 -1.6055 1.0334
H -7.7433 -1.3176 -3.7854
O -2.0054 1.9631 -1.6034
H -5.9603 -3.5155 0.2092
H 7.3069 2.6588 0.1126
C 7.1774 1.8157 -0.5681
H -5.5480 -0.6238 -2.9480
H -3.4966 -2.4670 -1.1752
C -2.6127 -0.3745 0.9488
H 2.4237 2.2547 2.7906
C -6.0999 -1.3899 -2.4127
C -2.3262 -0.1748 -0.5392
O -0.3229 1.2175 -0.2606
C -7.5614 -3.3510 -1.2080
H -1.6625 -0.9805 -0.8715
H -4.2937 0.3617 -0.9046
H 5.2940 0.9644 -1.1377
N -8.0661 -2.7639 -2.3050
H -8.1340 -4.1377 -0.7264
O 1.7918 1.4845 -1.8190
C -7.3463 -1.7950 -2.8948
H 0.2975 1.6439 -0.9087
H 7.9702 1.0891 -0.3874
C -4.1586 -1.6846 -0.7851
H 3.1066 2.1889 4.4296
C 3.2596 0.3671 3.3361
N -3.6475 -0.3752 -1.1856
C 2.8057 0.9724 -1.2901
C -1.5443 1.1295 -0.8353
H -2.9299 0.5679 1.4059
H 3.4683 -1.2837 2.2990
O 3.7250 0.3806 -1.9020
C 5.3841 0.8771 0.8713
H 7.2330 2.1700 -1.5980
C 2.8976 1.0942 0.2363
H 4.1886 2.2801 3.0319
C 3.9829 0.2211 0.8928
H 4.0762 -0.6665 0.2659
O 6.0347 1.0675 1.8981
N 3.5152 -0.2846 2.2019
C 3.2462 1.8818 3.3955
H 1.9369 0.7950 0.6510